No. 1
The following is a quantum chemistry calculation of 2 unconnected molecules or ions with the total composition H2N2O3S, from OMol25.

```
! RIJCOSX wB97M-V def2-TZVPD def2/J DEFGRID3
* xyz 0 1
N 1.242 0.685 -0.470
N -2.129 -0.581 -0.003
O -1.418 0.463 0.583
O -3.290 -0.607 0.230
O 2.910 -1.104 0.496
S 1.588 -0.524 0.305
H 1.764 1.258 -1.096
H -0.667 0.411 -0.046
*
```

E_HOMO = -10.3 eV
total energy = -734.48809 Ha
ΔE to the lowest compared entry with this formula, charge and spin = 33.45 kcal per mole
HOMO-LUMO gap = 0.3462 Eh
LUMO level = -0.92 eV

---

No. 2
The following is a quantum chemistry calculation of a molecular structure, C47H47CaN7OP2S5, from OMol25.

```
! RIJCOSX wB97M-V def2-TZVPD def2/J DEFGRID3
* xyz 0 1
Ca 0.241 0.327 0.525
C -1.694 4.079 -0.916
C -1.458 2.807 -0.167
N -0.399 2.600 0.528
N 0.538 3.541 0.677
C 1.649 3.267 1.458
N 2.558 4.246 1.452
S 1.829 1.867 2.336
C -2.466 1.712 -0.111
C -3.727 1.837 -0.673
C -4.645 0.810 -0.528
C -4.285 -0.330 0.168
C -2.999 -0.391 0.681
N -2.113 0.593 0.552
H -0.788 4.371 -1.450
H -1.977 4.887 -0.235
H -2.468 3.977 -1.672
H 0.592 4.317 0.025
H 2.607 4.805 0.607
H 3.468 3.950 1.777
H -3.997 2.728 -1.220
H -5.635 0.903 -0.956
H -4.973 -1.151 0.309
H -2.650 -1.271 1.210
C 1.833 -2.933 1.387
C 2.080 -2.072 2.631
P 0.698 -2.157 3.869
C 1.363 -3.293 5.145
C 0.860 -3.207 6.445
C 1.299 -4.071 7.434
C 2.242 -5.048 7.139
C 2.726 -5.162 5.847
C 2.286 -4.294 4.855
C 0.840 -0.536 4.703
C -0.252 0.323 4.629
C -0.206 1.585 5.209
C 0.940 1.996 5.868
C 2.037 1.145 5.952
C 1.987 -0.113 5.376
P 0.134 -2.691 0.685
C 0.283 -3.082 -1.095
C -0.913 -3.319 -1.776
C -0.920 -3.543 -3.140
C 0.274 -3.511 -3.852
C 1.464 -3.266 -3.188
C 1.473 -3.057 -1.813
C -0.716 -4.204 1.293
C -0.247 -5.461 0.915
C -0.874 -6.610 1.368
C -1.982 -6.516 2.201
C -2.461 -5.270 2.574
C -1.829 -4.120 2.120
H 1.954 -3.992 1.629
H 2.566 -2.647 0.634
H 2.191 -1.028 2.320
H 3.029 -2.352 3.091
H 0.130 -2.443 6.686
H 0.906 -3.982 8.438
H 2.592 -5.718 7.913
H 3.457 -5.923 5.605
H 2.666 -4.416 3.848
H -1.154 -0.006 4.123
H -1.062 2.244 5.142
H 0.987 2.981 6.312
H 2.935 1.469 6.462
H 2.843 -0.773 5.447
H -1.850 -3.343 -1.225
H -1.854 -3.734 -3.653
H 0.273 -3.673 -4.922
H 2.395 -3.224 -3.738
H 2.412 -2.836 -1.326
H 0.607 -5.539 0.252
H -0.500 -7.580 1.068
H -2.469 -7.414 2.558
H -3.320 -5.192 3.228
H -2.190 -3.150 2.441
S 2.981 -0.178 -0.413
S 4.570 1.024 0.014
S 4.477 2.996 -0.917
S 2.744 3.321 -1.935
C -2.070 6.992 -3.846
C -1.381 5.853 -4.553
C -2.006 5.156 -5.579
C -1.372 4.098 -6.216
C -0.091 3.718 -5.840
N 0.547 2.675 -6.560
C 1.607 1.910 -6.109
O 2.516 1.583 -6.838
N 1.563 1.557 -4.770
C 0.479 1.075 -4.045
C -0.794 0.864 -4.551
C -1.741 0.273 -3.727
C -1.407 -0.073 -2.439
N -0.190 0.163 -1.918
C 0.722 0.720 -2.711
C 0.554 4.410 -4.818
C -0.093 5.463 -4.194
H -2.862 7.416 -4.461
H -1.364 7.786 -3.602
H -2.523 6.659 -2.909
H -3.002 5.444 -5.893
H -1.869 3.571 -7.023
H 0.541 2.764 -7.566
H 2.474 1.407 -4.354
H -1.036 1.111 -5.574
H -2.736 0.066 -4.099
H -2.122 -0.574 -1.800
H 1.709 0.864 -2.288
H 1.562 4.149 -4.523
H 0.440 6.016 -3.429
*
```

E_HOMO = -5.1 eV
total energy = -5629.15986 Ha
ΔE to the lowest compared entry with this formula, charge and spin = 24.54 kcal per mole
HOMO-LUMO gap = 0.1461 Eh
LUMO level = -1.14 eV

---

No. 3
The following is a quantum chemistry calculation of 2 unconnected molecules or ions with the total composition C4H7O3, from OMol25.

```
! RIJCOSX wB97M-V def2-TZVPD def2/J DEFGRID3
* xyz -1 1
C 1.598 -2.427 1.294
C 1.418 -0.930 1.424
C 0.924 -0.229 0.410
O 0.746 1.096 0.388
H 1.432 -2.941 2.249
H 0.872 -2.806 0.592
H 2.598 -2.725 0.939
H 1.718 -0.437 2.340
H 0.660 -0.774 -0.495
H -0.106 1.331 -0.094
O -1.626 -0.153 -1.590
C -1.998 1.009 -1.415
O -1.399 1.946 -0.827
H -3.040 1.269 -1.746
*
```

E_HOMO = -4.5 eV
total energy = -382.38602 Ha
ΔE to the lowest compared entry with this formula, charge and spin = 14.23 kcal per mole
HOMO-LUMO gap = 0.3123 Eh
LUMO level = 4.03 eV

---

No. 4
The following is a quantum chemistry calculation of a molecular structure, C24H35NO2, from OMol25.

```
! RIJCOSX wB97M-V def2-TZVPD def2/J DEFGRID3
* xyz 0 1
C -7.587 -2.282 0.880
H -8.532 -2.289 1.089
O -7.197 -0.878 0.355
C -6.038 -0.710 -0.071
C -5.018 -1.762 -0.268
C -3.856 -1.257 -0.515
C -3.655 0.015 -0.781
C -4.652 1.058 -1.010
C -5.926 0.666 -0.538
H -6.658 1.289 -0.406
H -4.544 2.261 -1.180
C -2.315 0.680 -1.526
H -1.727 -0.416 -2.096
H -2.309 1.516 -2.070
C -1.240 0.993 -0.424
C 0.001 1.441 -0.856
C 1.343 1.357 -0.012
N 1.467 0.274 0.813
C 0.411 0.134 1.425
C -0.963 -0.146 0.730
H -1.841 -0.395 1.160
H -0.882 -0.980 0.145
H 0.486 -0.752 2.147
H 0.063 0.914 2.341
C 2.047 -0.623 -0.257
C 3.546 -0.485 -0.439
C 3.941 -0.819 -1.668
C 5.423 -0.230 -1.985
C 6.019 -0.012 -0.557
H 7.191 0.191 -0.767
C 5.254 1.213 -0.036
H 5.753 1.664 0.625
H 4.726 1.812 -0.625
C 4.419 -0.193 0.599
H 3.945 -0.006 1.600
C 5.774 -0.720 0.539
C 5.624 -2.407 0.049
H 5.289 -2.912 1.394
H 6.539 -2.773 -0.079
H 4.747 -2.494 -0.455
C 6.741 -0.828 1.861
H 6.093 -1.164 2.815
H 7.527 -1.256 1.522
H 6.783 0.152 1.970
H 5.733 -1.234 -2.444
H 5.646 0.332 -2.718
H 3.387 -1.046 -2.452
H 1.588 -1.211 -0.866
H 2.084 -1.564 0.556
H 2.066 1.734 -0.632
H 1.274 2.409 0.585
H 0.315 0.823 -1.850
H 0.110 2.520 -1.529
C -1.850 2.067 0.583
O -1.080 2.644 1.667
H -0.394 3.282 1.406
H -2.222 2.877 -0.301
H -2.912 1.768 0.991
H -2.976 -1.800 -0.606
H -5.031 -2.629 0.463
H -7.431 -3.072 -0.106
H -6.971 -2.585 1.743
*
```

E_HOMO = -7.8 eV
total energy = -1139.88573 Ha
ΔE to the lowest compared entry with this formula, charge and spin = 515.28 kcal per mole
HOMO-LUMO gap = 0.3112 Eh
LUMO level = 0.66 eV

---

No. 5
The following is a quantum chemistry calculation of C5H11N in the gas phase, from OMol25.

```
! RIJCOSX wB97M-V def2-TZVPD def2/J DEFGRID3
* xyz 0 1
C 1.901 -0.142 -0.201
C 1.058 0.406 0.971
N -0.310 0.350 0.590
C -1.532 0.035 1.184
C -0.976 -0.636 -0.151
C -1.121 -0.089 -1.589
H 2.810 0.443 -0.348
H 2.177 -1.183 -0.010
H 1.367 -0.142 -1.157
H 1.301 -0.164 1.881
H 1.252 1.462 1.185
H -1.493 -0.308 2.234
H -2.414 0.648 1.035
H -0.839 -1.715 -0.057
H -2.135 0.215 -1.834
H -0.745 -0.756 -2.380
H -0.495 0.814 -1.631
*
```

E_HOMO = -8.2 eV
total energy = -251.76886 Ha
ΔE to the lowest compared entry with this formula, charge and spin = 58.78 kcal per mole
HOMO-LUMO gap = 0.3471 Eh
LUMO level = 1.22 eV
structure (SMILES) = CCN1C[C@H]1C

---

No. 6
The following is a quantum chemistry calculation of a molecular structure, C5H10N2O2, from OMol25.

```
! RIJCOSX wB97M-V def2-TZVPD def2/J DEFGRID3
* xyz 0 1
C 0.483 0.255 -0.490
C -0.393 -1.151 1.398
C 0.485 1.698 -0.857
C 1.767 -0.508 -0.447
N -0.578 -0.123 0.383
C -1.180 -0.602 -0.965
N -1.758 1.227 1.019
O -2.501 0.807 1.804
O -1.390 -1.780 -1.178
H -1.613 0.234 -1.523
H 0.508 -0.945 1.972
H -1.264 -1.120 2.058
H -0.344 -2.144 0.950
H 2.357 -0.283 0.452
H -0.496 2.052 -1.187
H 1.217 1.908 -1.636
H 0.725 2.303 0.034
H 2.377 -0.242 -1.310
H 1.598 -1.585 -0.476
*
```

E_HOMO (alpha / beta) = -7.3 / -7.9 eV
total energy = -456.32080 Ha
ΔE to the lowest compared entry with this formula, charge and spin = 146.46 kcal per mole
HOMO-LUMO gap (alpha / beta) = 0.2359 / 0.3174 Eh
LUMO level (alpha / beta) = -0.93 / 0.76 eV

---

No. 7
The following is a quantum chemistry calculation of 2 unconnected molecules or ions with the total composition C21H29ClFN2O5, from OMol25.

```
! RIJCOSX wB97M-V def2-TZVPD def2/J DEFGRID3
* xyz 1 1
Cl 6.386 2.355 1.194
C 4.896 2.518 2.217
N 3.697 1.913 1.557
C 3.332 2.598 0.224
C 2.068 1.980 -0.345
N 1.602 0.965 0.582
F -0.783 -0.690 -0.145
C 1.268 1.514 1.892
C 2.540 2.111 2.497
C 2.564 -0.124 0.709
C 3.843 0.405 1.330
H 5.083 1.995 3.162
H 4.711 3.586 2.370
H 3.172 3.657 0.459
H 4.183 2.449 -0.444
H 1.279 2.729 -0.460
H 2.260 1.490 -1.303
H 0.487 2.283 1.776
H 0.894 0.687 2.515
H 2.784 1.600 3.442
H 2.409 3.193 2.643
H 2.123 -0.886 1.362
H 2.749 -0.542 -0.287
H 4.701 0.258 0.670
H 4.017 -0.048 2.315
C -4.165 3.315 -1.951
C -3.156 2.407 -2.591
O -3.109 1.207 -1.722
C -2.002 0.461 -1.763
C -1.949 -0.793 -0.848
C -2.725 -0.602 0.447
C -2.595 -1.791 1.340
C -1.391 -2.331 1.811
C -1.475 -3.447 2.610
C -2.709 -3.971 2.989
C -3.890 -3.317 2.607
C -3.821 -2.179 1.840
O -3.122 0.496 0.810
C -1.534 -2.116 -1.603
O -1.414 -3.161 -0.988
O -1.104 -1.948 -2.853
C -0.222 -3.058 -3.261
C 0.273 -2.650 -4.610
O -1.010 0.676 -2.422
H -4.374 4.177 -2.587
H -5.091 2.774 -1.739
H -3.765 3.689 -1.003
H -3.468 2.102 -3.598
H -2.176 2.885 -2.642
H -0.426 -1.894 1.541
H -0.542 -3.964 2.915
H -2.759 -4.892 3.595
H -4.873 -3.686 2.881
H -4.676 -1.581 1.527
H 0.616 -3.190 -2.557
H -0.812 -3.993 -3.269
H 0.793 -3.478 -5.102
H -0.577 -2.326 -5.220
H 0.986 -1.818 -4.516
*
```

E_HOMO = -11.1 eV
total energy = -1863.05849 Ha
ΔE to the lowest compared entry with this formula, charge and spin = 21.27 kcal per mole
HOMO-LUMO gap = 0.3172 Eh
LUMO level = -2.50 eV

---

No. 8
The following is a quantum chemistry calculation of a molecular structure, C2HNaO2, from OMol25.

```
! RIJCOSX wB97M-V def2-TZVPD def2/J DEFGRID3
* xyz 1 2
H 0.871 -0.055 1.300
O 0.184 -0.925 -0.419
O 0.803 0.207 0.278
C -0.989 -1.101 0.000
C -1.797 -1.138 1.003
Na 1.213 2.305 -0.919
*
```

E_HOMO (alpha / beta) = -14.6 / -14.3 eV
total energy = -389.06591 Ha
HOMO-LUMO gap (alpha / beta) = 0.3403 / 0.2949 Eh
LUMO level (alpha / beta) = -5.32 / -6.27 eV

---

No. 9
The following is a quantum chemistry calculation of C5H6O2 in the gas phase, from OMol25.

```
! RIJCOSX wB97M-V def2-TZVPD def2/J DEFGRID3
* xyz 0 1
C -1.257 0.917 0.100
C -0.666 -0.480 0.362
O -1.582 -1.486 0.019
C 0.592 -0.652 -0.481
O 0.556 -1.320 -1.494
C 1.803 0.030 -0.052
C 2.823 0.562 0.313
H -1.888 1.225 0.936
H -1.896 0.859 -0.794
H -0.501 1.690 -0.081
H -0.397 -0.620 1.418
H -1.319 -1.752 -0.879
H 3.731 1.026 0.633
*
```

E_HOMO = -10.5 eV
total energy = -344.52043 Ha
ΔE to the lowest compared entry with this formula, charge and spin = 51.13 kcal per mole
HOMO-LUMO gap = 0.3854 Eh
LUMO level = -0.03 eV
structure (SMILES) = C#CC(=O)[C@@H](C)O

---

No. 10
The following is a quantum chemistry calculation of 2 unconnected molecules or ions with the total composition C5H14O2SSi, from OMol25.

```
! RIJCOSX wB97M-V def2-TZVPD def2/J DEFGRID3
* xyz 0 1
C 0.499 -2.205 -0.986
C 1.745 -0.833 0.719
C -1.804 1.391 -2.588
C 0.134 2.062 2.006
C 1.087 -0.816 -0.632
O -0.712 0.846 -1.886
O -0.069 1.788 0.604
Si -0.228 0.535 -0.404
S -1.400 -1.175 2.603
H 1.357 -2.829 -0.973
H -0.249 -2.531 -0.333
H 0.205 -2.043 -1.945
H 2.350 0.022 0.914
H 2.383 -1.680 0.896
H 1.005 -0.849 1.524
H -2.637 1.759 -1.831
H -2.121 0.512 -3.029
H -1.491 2.230 -3.114
H -0.531 2.914 2.144
H 1.170 2.373 2.117
H -0.168 1.218 2.557
H 1.703 -0.696 -1.496
H -2.226 -1.993 3.133
*
```

E_HOMO = -7.1 eV
total energy = -1036.99616 Ha
ΔE to the lowest compared entry with this formula, charge and spin = 53.14 kcal per mole
HOMO-LUMO gap = 0.2167 Eh
LUMO level = -1.20 eV

---

No. 11
The following is a quantum chemistry calculation of 11 unconnected molecules or ions with the total composition C41H54N7O12, from OMol25.

```
! RIJCOSX wB97M-V def2-TZVPD def2/J DEFGRID3
* xyz -1 1
O 11.845 13.965 12.490
C 12.692 15.087 12.712
O 12.766 15.274 13.930
O 13.152 15.770 11.758
H 11.791 13.753 11.491
C 10.745 17.010 10.167
C 10.367 17.120 8.725
C 11.405 16.620 7.695
O 10.804 15.488 7.003
C 9.581 15.216 7.579
O 8.940 14.250 7.298
O 9.270 16.103 8.500
H 11.130 16.015 10.383
H 9.882 17.178 10.771
H 11.511 17.746 10.474
H 9.987 18.174 8.653
H 12.363 16.349 8.207
H 11.712 17.244 6.849
C 7.280 11.963 8.981
C 8.438 11.246 9.616
C 9.419 10.641 8.624
O 10.480 11.574 8.620
C 10.415 12.387 9.751
O 11.231 13.213 9.963
O 9.357 12.142 10.424
H 6.628 11.257 8.430
H 7.548 12.746 8.262
H 6.599 12.429 9.751
H 8.169 10.435 10.304
H 8.925 10.685 7.631
H 9.718 9.647 8.891
C 14.411 11.346 11.416
C 13.888 10.155 10.646
C 14.388 8.789 10.943
O 13.256 8.004 10.483
C 12.129 8.734 10.562
O 11.025 8.306 10.455
O 12.421 10.005 10.836
H 15.455 11.452 11.175
H 14.280 11.109 12.462
H 13.900 12.302 11.177
H 14.125 10.332 9.591
H 14.451 8.557 12.042
H 15.278 8.418 10.434
N 14.746 16.522 9.827
C 15.435 17.595 9.318
C 16.380 17.197 8.397
C 16.234 15.732 8.390
C 15.201 15.363 9.227
H 13.942 16.504 10.442
H 15.193 18.581 9.572
H 17.111 17.864 7.922
H 16.726 15.039 7.774
H 14.866 14.378 9.511
N 12.077 14.360 16.666
C 11.861 15.535 17.409
C 11.509 15.116 18.656
C 11.456 13.698 18.716
C 11.855 13.248 17.455
H 12.274 14.286 15.677
H 11.905 16.508 16.990
H 11.178 15.797 19.450
H 11.225 13.036 19.564
H 12.009 12.270 16.954
N 12.448 11.627 14.145
C 13.551 11.960 14.880
C 13.899 10.884 15.691
C 12.925 9.865 15.399
C 12.041 10.352 14.436
H 11.969 12.290 13.493
H 13.959 12.933 14.766
H 14.731 10.898 16.335
H 12.955 8.846 15.749
H 11.259 9.811 13.931
N 9.405 14.375 13.664
C 8.529 14.613 12.670
C 7.256 14.832 13.234
C 7.408 14.680 14.666
C 8.754 14.454 14.918
H 10.396 14.193 13.586
H 8.852 14.390 11.671
H 6.374 15.145 12.713
H 6.627 14.767 15.366
H 9.334 14.284 15.814
N 10.987 17.832 13.978
C 9.637 18.057 14.210
C 9.434 19.423 14.121
C 10.687 20.043 13.852
C 11.632 19.027 13.756
H 11.453 16.953 14.049
H 8.893 17.299 14.421
H 8.487 19.996 14.293
H 10.922 21.100 13.750
H 12.689 19.076 13.583
N 7.689 11.297 13.838
C 6.731 10.686 14.619
C 7.044 9.363 14.641
C 8.135 9.112 13.754
C 8.496 10.334 13.308
H 7.742 12.248 13.622
H 5.870 11.174 15.068
H 6.542 8.633 15.226
H 8.507 8.181 13.444
H 9.274 10.549 12.573
N 14.927 16.897 15.144
C 15.253 17.253 16.411
C 16.542 17.660 16.405
C 17.018 17.497 15.073
C 15.946 17.201 14.297
H 14.094 16.439 14.854
H 14.547 17.044 17.227
H 17.136 18.062 17.198
H 18.044 17.706 14.636
H 15.851 17.022 13.257
*
```

E_HOMO = -5.8 eV
total energy = -2881.02799 Ha
HOMO-LUMO gap = 0.2983 Eh
LUMO level = 2.28 eV

---

Question: The highest total energy belongs to which entry?
Answer: C5H11N

---

What did the sixth record say?
The following is a quantum chemistry calculation of a molecular structure, C5H10N2O2, from OMol25.

```
! RIJCOSX wB97M-V def2-TZVPD def2/J DEFGRID3
* xyz 0 1
C 0.483 0.255 -0.490
C -0.393 -1.151 1.398
C 0.485 1.698 -0.857
C 1.767 -0.508 -0.447
N -0.578 -0.123 0.383
C -1.180 -0.602 -0.965
N -1.758 1.227 1.019
O -2.501 0.807 1.804
O -1.390 -1.780 -1.178
H -1.613 0.234 -1.523
H 0.508 -0.945 1.972
H -1.264 -1.120 2.058
H -0.344 -2.144 0.950
H 2.357 -0.283 0.452
H -0.496 2.052 -1.187
H 1.217 1.908 -1.636
H 0.725 2.303 0.034
H 2.377 -0.242 -1.310
H 1.598 -1.585 -0.476
*
```

E_HOMO (alpha / beta) = -7.3 / -7.9 eV
total energy = -456.32080 Ha
ΔE to the lowest compared entry with this formula, charge and spin = 146.46 kcal per mole
HOMO-LUMO gap (alpha / beta) = 0.2359 / 0.3174 Eh
LUMO level (alpha / beta) = -0.93 / 0.76 eV

---

Question: The highest total energy belongs to which entry?
Answer: C5H11N

---

Question: Among the records above, which one has the highest total energy?
Answer: C5H11N